[1]
ORCA calculation (ωB97M-V with the def2-TZVPD basis set) on C26H33N6O4Sc as an isolated structure.

Calculated values
HOMO-LUMO gap: 7.4 eV
Largest force on an atom: 0.8 eV Å⁻¹
Molecular weight: 538.544 g mol⁻¹
Energy above the lowest of the compared OMol25 structures with the same formula, charge and spin: 0.00 kcal/mol

Structure (XYZ):
```
70
C26H33N6O4Sc (ωB97M-V with the def2-TZVPD basis set)
C 2.560 4.130 1.649
C 2.401 0.010 1.325
H -5.047 2.161 1.589
H 4.375 -1.087 -1.771
H -3.090 3.412 0.690
C -1.582 -4.418 1.205
N -2.230 0.277 1.867
C 1.842 2.839 -0.658
C -3.536 -1.474 -1.085
C -0.331 -4.157 1.738
H 3.158 -1.716 -3.546
H -4.092 -1.518 -0.146
O -0.300 2.002 2.373
H -3.894 -0.616 -1.661
H -2.824 2.040 2.791
C 3.756 0.304 1.241
N 0.313 -0.771 0.364
Sc -0.451 1.111 0.466
H 2.196 -0.233 -3.283
N 1.095 2.743 0.433
H -3.922 0.691 3.081
O 0.410 3.684 3.696
O 0.162 1.453 -1.502
H 1.835 0.301 2.205
C -4.190 1.630 1.172
H -1.632 0.063 2.662
C 3.817 -0.782 -0.894
H 5.522 0.132 0.035
H 4.246 0.833 2.049
H 3.612 3.617 -1.555
H 1.141 -3.631 -2.511
H 0.146 -4.877 2.391
N -2.113 -1.315 -0.842
H -4.261 2.927 -0.536
H 4.271 4.819 0.555
N -2.420 1.869 -0.550
C 4.466 -0.089 0.121
H -2.764 1.001 -0.959
C 1.724 -0.650 0.298
H -1.536 -2.141 -2.713
H 1.500 -3.512 -0.785
C 1.823 -3.199 -1.775
H 2.830 -3.608 -1.960
C 1.426 3.347 1.566
H -0.331 -1.074 -1.945
C 2.460 -1.076 -0.828
C -3.302 1.177 2.323
C 3.363 4.232 0.516
C 2.181 -1.320 -3.229
H -3.135 -3.713 -0.071
C -2.170 -3.482 0.360
C 1.272 2.039 -1.820
O 1.849 2.017 -2.888
H -2.102 -5.339 1.433
C -1.535 -2.286 0.045
H -3.778 -2.375 -1.666
H -2.088 2.431 -1.330
N 1.796 -1.749 -1.893
C -1.394 -1.226 -2.119
H -4.591 0.753 0.649
C 0.446 3.020 2.684
H -1.784 -0.382 -2.693
H -2.617 -0.608 1.551
C 0.310 -2.962 1.447
C -0.273 -2.002 0.617
H 1.435 -1.690 -3.937
H 2.800 4.627 2.578
H 1.281 -2.743 1.876
C -3.514 2.551 0.168
C 3.010 3.576 -0.658
```

These are the Löwdin partial charges, in e, on atoms 1 to 2: 0.025, -0.044


[2]
ORCA calculation (ωB97M-V with the def2-TZVPD basis set) on a 11-piece molecular cluster, H22O11 overall.

Calculated values
HOMO-LUMO gap: 8.7 eV
SMILES string: O.O.O.O.O.O.O.O.O.O.O
Largest force on an atom: 4.1 eV Å⁻¹
Molecular weight: 198.165 g mol⁻¹
Energy above the lowest of the compared OMol25 structures with the same formula, charge and spin: 120.42 kcal/mol

Structure (XYZ):
```
33
H22O11 (ωB97M-V with the def2-TZVPD basis set)
H -5.438 0.329 -0.833
H 0.777 4.132 -1.253
H 2.882 -0.717 -1.943
H -1.782 2.666 0.178
H 0.180 0.613 1.011
H -0.418 0.779 -0.376
O -0.865 -2.979 -0.663
O 2.437 0.893 0.265
H 3.827 -1.448 -2.882
H 3.907 -0.345 4.350
O 1.659 -2.554 -2.564
O -0.660 0.739 0.556
H 1.193 -2.000 -1.926
H -0.205 -2.213 2.464
O 0.493 -1.571 2.292
H -2.596 1.443 -0.212
O 3.653 -1.295 -1.947
O -2.299 1.945 0.555
H 2.164 -1.927 -3.093
H -4.426 -2.092 2.139
H -3.665 -2.341 0.847
H 1.613 5.401 -1.223
H -4.489 1.349 -1.441
H 1.936 0.551 -0.484
O -4.214 -1.685 1.292
H -1.625 -2.409 -0.820
H -0.755 -3.457 -1.493
O 3.630 0.365 3.760
H 4.279 1.061 3.910
H 2.614 1.811 0.029
H 0.121 -0.994 1.616
O 0.753 5.064 -1.496
O -4.681 0.886 -0.618
```

These are the Löwdin partial charges, in e, on atoms 1 to 2: 0.042, 0.018


[3]
ORCA calculation (ωB97M-V with the def2-TZVPD basis set) on a 2-piece molecular cluster, ClNO7 overall.

Calculated values
HOMO-LUMO gap: 7.0 eV
Largest force on an atom: 10.0 eV Å⁻¹
Net charge: -2
Molecular weight: 161.453 g mol⁻¹
Energy above the lowest of the compared OMol25 structures with the same formula, charge and spin: 38.57 kcal/mol

Structure (XYZ):
```
9
ClNO7 (ωB97M-V with the def2-TZVPD basis set)
O 1.697 -0.605 -1.115
O -0.305 1.790 1.571
O 0.006 -1.988 -1.892
O 0.315 0.120 -2.847
Cl 0.300 -0.570 -1.623
N -0.425 0.777 2.078
O -0.702 0.062 -0.883
O -1.294 0.511 2.815
O 0.407 -0.096 1.896
```

These are the Löwdin partial charges, in e, on atoms 1 to 2: -0.411, -0.013


[4]
ORCA calculation (ωB97M-V with the def2-TZVPD basis set) on CH7IN3 as an isolated structure.

Calculated values
HOMO-LUMO gap: 7.5 eV
Largest force on an atom: 4.7 eV Å⁻¹
Net charge: +1
Molecular weight: 187.992 g mol⁻¹
Energy above the lowest of the compared OMol25 structures with the same formula, charge and spin: 90.78 kcal/mol

Structure (XYZ):
```
12
CH7IN3 (ωB97M-V with the def2-TZVPD basis set)
I -2.905 0.387 0.017
H -0.793 0.847 1.638
H -0.119 -1.423 1.180
H 0.763 1.950 0.054
N 0.425 -0.758 0.763
H 1.624 -1.740 -0.564
N 0.214 1.211 -0.397
N 0.789 -1.202 -0.526
C -0.233 0.447 0.716
H 0.087 -1.662 -1.042
H -0.531 1.594 -0.977
H 0.680 0.349 -0.861
```

These are the Löwdin partial charges, in e, on atoms 1 to 2: 0.283, 0.107


[5]
ORCA calculation (ωB97M-V with the def2-TZVPD basis set) on C2H4N4O2 as an isolated structure.

Calculated values
HOMO-LUMO gap: 8.8 eV
Largest force on an atom: 7.4 eV Å⁻¹
Molecular weight: 116.080 g mol⁻¹
Energy above the lowest of the compared OMol25 structures with the same formula, charge and spin: 113.37 kcal/mol

Structure (XYZ):
```
12
C2H4N4O2 (ωB97M-V with the def2-TZVPD basis set)
O 1.327 2.403 -0.505
N -0.651 1.012 -0.393
O -1.757 -2.086 0.768
H 0.846 3.140 0.255
N 1.430 0.013 -0.411
C 0.631 1.153 -0.345
H 2.060 -0.095 -1.274
N 0.408 -1.112 -0.507
H -2.521 -2.256 1.271
H 0.771 -1.199 0.752
N -1.783 -0.678 0.529
C -0.760 -0.297 -0.139
```

These are the Löwdin partial charges, in e, on atoms 1 to 2: -0.033, 0.188


[6]
ORCA calculation (ωB97M-V with the def2-TZVPD basis set) on C21H36P2TeTi as an isolated structure.

Calculated values
HOMO-LUMO gap (alpha / beta): 4.8 / 4.8 eV
Largest force on an atom: 5.6 eV Å⁻¹
Net charge: +2
Molecular weight: 525.934 g mol⁻¹
Energy above the lowest of the compared OMol25 structures with the same formula, charge and spin: 27.00 kcal/mol

Structure (XYZ):
```
61
C21H36P2TeTi (ωB97M-V with the def2-TZVPD basis set)
C -1.232 2.882 -2.894
C -1.254 -0.994 -0.068
C -0.746 1.616 -0.290
C -0.380 -0.348 -3.851
H -2.039 2.187 -3.171
H 0.282 -0.827 8.663
Ti -0.808 0.409 2.178
H 2.930 -0.934 -0.635
H 0.432 -2.948 -4.583
H 1.898 0.149 7.040
H 2.357 -0.158 -2.137
H -1.638 -0.893 1.071
C -0.995 0.816 5.419
P -0.209 -1.722 -2.557
H -1.254 0.311 -1.912
C 0.838 -0.994 2.778
H 1.763 -0.464 3.087
H 2.574 1.156 0.076
H -0.338 -3.040 -0.117
C 1.082 -1.773 -1.261
C 2.027 -0.508 -1.121
Te -1.960 1.806 3.712
C -1.403 0.402 -0.807
C -0.074 -0.397 7.712
H 1.083 1.182 4.900
C 0.841 0.165 6.832
C 1.609 0.656 -0.184
H 1.305 -3.529 -3.168
C 0.591 0.793 -3.720
C -0.171 -2.058 -0.563
H 1.695 3.994 -2.157
C 0.394 0.795 5.638
H 1.124 -1.715 1.978
H -0.130 -0.868 -4.787
H -2.958 0.051 5.909
H -1.422 -0.023 -3.982
C -1.639 -2.860 -2.701
H -1.632 -3.624 -1.920
H 1.121 2.737 -0.407
H -2.474 0.637 -0.856
H 0.493 -1.568 3.655
H -1.599 3.541 -2.098
H 1.158 0.270 0.781
C -1.439 -0.434 7.405
H 1.769 -2.020 -3.908
H 0.557 1.377 -4.649
H -2.625 -2.352 -2.677
H -1.029 3.500 -3.776
H 2.504 2.731 -3.088
C 0.706 1.784 -0.776
C 1.557 3.242 -2.930
H 1.264 3.734 -3.854
H -2.190 -1.490 -0.427
C -1.891 0.142 6.221
H 1.754 -2.663 -1.336
H -1.559 -3.360 -3.666
P 0.321 2.068 -2.434
H 1.637 0.465 -3.639
H -2.140 -0.895 8.097
C 0.917 -2.646 -3.659
H -1.355 2.513 -0.381
```

These are the Löwdin partial charges, in e, on atoms 1 to 2: -0.129, -0.218